Below is a 13-piece molecular cluster, H26O13 overall, with properties calculated with the ωB97M-V functional and the def2-TZVPD basis.

Geometry (Å):
O -2.64 0.57 -0.80
H -2.15 1.25 -0.40
H -3.50 0.66 -0.27
O 0.63 0.43 -2.74
H 1.38 0.99 -2.98
H 0.76 0.56 -1.84
O 3.58 0.41 0.32
H 4.27 0.83 0.48
H 3.02 0.11 1.06
O -1.19 2.33 0.53
H -1.18 3.27 0.44
H -1.91 1.96 0.90
O 1.61 -0.59 2.53
H 1.53 0.27 2.47
H 0.77 -0.93 2.24
O 1.52 2.11 2.34
H 0.88 2.83 2.44
H 2.18 2.47 2.67
O 1.46 2.17 -0.40
H 2.09 1.56 -0.08
H 0.65 2.21 0.04
O -0.32 -0.40 -0.17
H -1.24 -0.09 -0.53
H 0.18 0.40 0.28
O 0.91 -2.75 -2.78
H 1.83 -2.49 -3.26
H 1.05 -2.21 -1.84
O -2.64 -2.85 -0.01
H -1.71 -2.43 -0.02
H -2.22 -3.64 0.37
O 1.51 -2.53 -0.27
H 1.17 -3.24 0.45
H 1.10 -1.66 -0.18
O -3.14 0.42 -3.49
H -2.87 0.77 -2.61
H -2.97 -0.52 -3.53
O -1.07 -0.85 2.78
H -1.84 -1.45 3.18
H -1.49 0.04 2.66

Output
Relative energy (zero: lowest compared OMol25 entry of this formula, charge and spin), kJ/mol: 696.9
LUMO level, eV: -1.0
Max |F|, eV/Å: 12.4
Total charge: 0
HOMO-LUMO gap, eV: 8.03

Atomic partial charges in e from the natural (NBO) method, atoms 1 to 5: O -0.9225; H 0.4661; H 0.4950; O -0.9257; H 0.4567


Below is a 6-piece molecular cluster, C38H94NO22P5 overall, with properties calculated with the ωB97M-V functional and the def2-TZVPD basis.

Geometry (Å):
C 4.76 1.86 -3.71
C 4.89 2.72 -2.47
O 5.94 3.69 -2.60
P 5.63 5.05 -3.41
O 4.62 5.79 -2.63
O 7.00 5.86 -3.07
C 6.97 7.24 -2.67
C 7.23 7.35 -1.19
O 6.18 4.54 -4.84
C 6.56 5.52 -5.83
C 8.05 5.43 -6.05
H 4.40 2.46 -4.56
H 4.05 1.05 -3.54
H 5.72 1.44 -4.00
H 3.95 3.22 -2.22
H 5.16 2.09 -1.62
H 6.02 7.70 -2.94
H 7.76 7.75 -3.23
H 6.50 6.77 -0.62
H 7.18 8.39 -0.86
H 8.22 6.95 -0.94
H 6.27 6.53 -5.53
H 6.03 5.28 -6.75
H 8.60 5.70 -5.15
H 8.36 6.09 -6.86
H 8.34 4.40 -6.30
C 1.55 7.18 -2.40
C 0.53 8.01 -1.64
O -0.52 8.49 -2.49
P -1.72 7.50 -2.89
O -2.48 7.19 -1.66
O -2.72 8.56 -3.64
C -4.13 8.57 -3.37
C -4.48 9.76 -2.51
O -1.09 7.00 -4.28
C -1.96 6.42 -5.28
C -1.99 7.34 -6.48
H 1.10 6.24 -2.75
H 2.40 6.93 -1.76
H 1.90 7.72 -3.28
H 0.10 7.44 -0.81
H 1.01 8.89 -1.22
H -4.45 7.64 -2.91
H -4.63 8.65 -4.34
H -3.92 9.75 -1.57
H -5.55 9.77 -2.28
H -4.23 10.69 -3.02
H -2.97 6.26 -4.89
H -1.55 5.45 -5.56
H -2.44 8.30 -6.23
H -2.56 6.89 -7.29
H -0.98 7.54 -6.83
C 1.51 6.95 6.98
C 2.78 6.84 6.17
O 3.67 5.85 6.72
P 3.41 4.29 6.40
O 3.73 4.10 4.97
O 4.80 3.68 7.04
C 5.58 2.70 6.34
C 6.82 3.34 5.76
O 2.64 3.98 7.79
C 2.56 2.62 8.27
C 3.35 2.52 9.55
H 0.91 6.04 6.90
H 0.90 7.79 6.63
H 1.73 7.09 8.04
H 2.56 6.61 5.13
H 3.32 7.78 6.20
H 4.99 2.21 5.56
H 5.86 1.94 7.07
H 6.56 4.17 5.09
H 7.41 2.61 5.20
H 7.44 3.76 6.56
H 2.92 1.91 7.52
H 1.51 2.40 8.45
H 4.41 2.70 9.38
H 3.23 1.53 9.99
H 3.01 3.27 10.27
C -4.91 -6.11 -3.01
C -3.56 -6.51 -2.43
O -3.21 -5.71 -1.31
P -3.85 -6.04 0.16
O -3.21 -7.35 0.44
O -2.96 -5.03 1.08
C -2.38 -5.47 2.31
C -0.89 -5.68 2.15
O -5.00 -4.92 -0.08
C -5.68 -4.34 1.06
C -5.32 -2.88 1.16
H -5.72 -6.35 -2.32
H -5.09 -6.65 -3.95
H -4.94 -5.04 -3.20
H -3.55 -7.57 -2.16
H -2.78 -6.35 -3.18
H -2.87 -6.37 2.68
H -2.55 -4.68 3.05
H -0.68 -6.41 1.36
H -0.44 -6.04 3.08
H -0.41 -4.75 1.86
H -5.44 -4.88 1.98
H -6.76 -4.45 0.89
H -4.26 -2.76 1.37
H -5.89 -2.40 1.96
H -5.52 -2.37 0.22
C -4.32 -10.39 -0.04
C -5.39 -9.76 -0.91
O -5.62 -10.53 -2.10
P -6.56 -11.84 -2.02
O -7.92 -11.40 -1.69
O -6.68 -12.20 -3.62
C -7.93 -12.53 -4.20
C -8.46 -11.38 -5.02
O -5.36 -12.90 -1.81
C -5.58 -14.29 -2.12
C -4.71 -14.67 -3.29
H -4.67 -11.35 0.37
H -4.06 -9.73 0.79
H -3.43 -10.60 -0.63
H -6.32 -9.63 -0.35
H -5.06 -8.78 -1.23
H -8.66 -12.84 -3.45
H -7.76 -13.40 -4.85
H -8.56 -10.48 -4.41
H -9.43 -11.62 -5.46
H -7.77 -11.14 -5.83
H -6.64 -14.49 -2.33
H -5.31 -14.87 -1.24
H -5.01 -14.13 -4.19
H -4.79 -15.74 -3.49
H -3.67 -14.42 -3.09
C 0.20 -3.28 4.83
O 0.25 -3.03 3.44
C 0.02 -1.65 3.18
C 0.59 -1.28 1.84
O 2.00 -1.23 1.88
C 2.57 -0.26 0.99
C 3.37 0.76 1.81
C 3.41 2.22 1.32
C 2.16 2.76 0.62
C 0.97 3.05 1.56
N -0.19 2.18 1.31
H -0.82 -3.21 5.22
H 0.57 -4.28 5.02
H 0.83 -2.58 5.39
H 0.44 -1.01 3.97
H -1.06 -1.47 3.19
H 0.28 -2.03 1.10
H 0.13 -0.33 1.55
H 3.27 -0.83 0.37
H 1.83 0.17 0.32
H 4.40 0.41 1.82
H 3.06 0.71 2.86
H 4.25 2.32 0.63
H 3.59 2.85 2.19
H 2.45 3.73 0.20
H 1.85 2.18 -0.25
H 1.30 2.99 2.60
H 0.67 4.09 1.39
H -1.03 2.75 1.25
H -0.08 1.74 0.41

Output
LUMO level, eV: 0.1
Max |F|, eV/Å: 7.5
Total charge: 0
HOMO-LUMO gap, eV: 9.21

Atomic partial charges in e from the Löwdin method, atoms 1 to 5: C -0.0759; C -0.2807; O -0.1804; P 0.5052; O -0.2160


Below is a 9-piece molecular cluster, C12H26BBrF9N8O16 overall, with properties calculated with the ωB97M-V functional and the def2-TZVPD basis.

Geometry (Å):
F 0.55 -5.55 -0.05
C 1.17 -4.33 0.24
F 1.41 -4.17 1.61
F 2.47 -4.43 -0.35
C 0.47 -3.07 -0.45
F 1.46 -2.03 -0.44
F 0.27 -3.38 -1.80
C -0.80 -2.48 0.31
F -1.31 -1.36 -0.40
F -0.36 -1.93 1.57
C -1.96 -3.51 0.65
F -1.58 -4.53 1.59
F -2.97 -2.73 1.35
B -2.71 -4.18 -0.64
Br -3.70 -5.90 -0.15
H -1.99 -4.44 -1.55
H -3.56 -3.46 -1.08
C 4.95 -4.34 -1.98
N 6.29 -4.97 -1.86
O 6.47 -6.03 -2.44
O 7.11 -4.39 -1.17
H 4.32 -4.96 -2.61
H 4.53 -4.26 -0.98
H 5.09 -3.36 -2.42
C -6.13 -0.26 -1.30
N -5.85 -1.70 -1.52
O -4.72 -2.01 -1.83
O -6.78 -2.47 -1.37
H -5.22 0.31 -1.46
H -6.90 0.04 -2.01
H -6.48 -0.14 -0.27
C 0.56 0.86 2.44
N 0.04 2.25 2.48
O 0.55 3.02 3.28
O -0.85 2.53 1.70
H 1.35 0.76 3.18
H -0.27 0.19 2.67
H 0.94 0.68 1.44
C 0.36 6.09 1.94
N 0.23 6.74 0.61
O 0.14 6.02 -0.36
O 0.23 7.96 0.60
H 0.34 5.02 1.81
H 1.30 6.41 2.38
H -0.49 6.42 2.55
C -1.10 1.21 -2.62
N -2.51 1.03 -3.07
O -3.32 0.72 -2.22
O -2.74 1.21 -4.25
H -1.04 1.02 -1.55
H -0.49 0.49 -3.17
H -0.81 2.23 -2.85
C 4.26 4.12 3.45
N 3.46 5.04 2.61
O 2.69 4.54 1.81
O 3.63 6.24 2.77
H 4.00 3.10 3.20
H 5.31 4.32 3.25
H 4.01 4.33 4.49
C -3.90 -0.28 -7.26
N -3.62 -1.72 -7.49
O -2.48 -2.03 -7.80
O -4.55 -2.49 -7.34
H -2.99 0.29 -7.42
H -4.67 0.02 -7.97
H -4.25 -0.17 -6.23
C 3.37 1.39 7.11
N 3.25 2.04 5.78
O 3.15 1.32 4.81
O 3.25 3.26 5.76
H 3.36 0.31 6.97
H 4.32 1.71 7.54
H 2.53 1.72 7.71

Output
LUMO level, eV: 0.6
Max |F|, eV/Å: 3.7
Total charge: -1
HOMO-LUMO gap, eV: 5.75

Atomic partial charges in e from the Löwdin method, atoms 1 to 5: F 0.1321; C -0.3156; F 0.1123; F 0.0513; C -0.2138


Below is C20H18AsCl2N2O2Pt as an isolated structure, with properties calculated with the ωB97M-V functional and the def2-TZVPD basis.

Geometry (Å):
Pt 0.18 -1.59 -1.93
N -1.81 -1.38 -2.05
N -2.32 -2.25 -3.06
C -1.38 -2.95 -3.87
O -1.76 -3.50 -4.85
O -0.16 -2.93 -3.39
H -2.21 -1.65 -1.15
H -2.05 -0.40 -2.23
H -3.11 -1.87 -3.56
Cl 2.50 -3.03 -2.70
C 3.99 -2.45 -1.91
Cl 3.70 -1.03 -0.90
H 4.69 -2.17 -2.69
H 4.38 -3.23 -1.28
C 3.96 2.56 1.09
C 3.39 2.73 -0.17
C 2.29 1.97 -0.53
C 1.77 1.04 0.37
C 2.35 0.86 1.62
C 3.45 1.63 1.97
As 0.24 0.00 -0.15
C -0.52 -0.77 1.43
C -0.10 -1.90 2.11
C -0.82 -2.32 3.22
C -1.95 -1.62 3.62
C -2.38 -0.51 2.92
C -1.67 -0.07 1.81
C -2.05 1.06 0.93
C -3.12 1.92 1.12
C -3.37 2.93 0.20
C -2.57 3.08 -0.92
C -1.49 2.23 -1.13
C -1.24 1.23 -0.20
H 4.82 3.15 1.37
H 3.79 3.46 -0.86
H 1.85 2.09 -1.51
H 1.94 0.14 2.32
H 3.90 1.50 2.95
H 0.78 -2.45 1.78
H -0.50 -3.20 3.76
H -2.50 -1.96 4.48
H -3.28 0.01 3.24
H -3.76 1.83 1.99
H -4.20 3.60 0.36
H -2.78 3.87 -1.63
H -0.86 2.36 -2.00

Output
Relative energy (zero: lowest compared OMol25 entry of this formula, charge and spin), kJ/mol: 37.6
LUMO level, eV: -4.3
Max |F|, eV/Å: 1.0
Total charge: +1
HOMO-LUMO gap, eV: 7.53

Atomic partial charges in e from the natural (NBO) method, atoms 1 to 5: Pt 0.7215; N -0.5490; N -0.5197; C 0.8657; O -0.5741